Record 1
73
Properties=species:S:1:pos:R:3:forces:R:3 method="wB97M-V/def2-TZVPD" total_charge=+1 e_tot_ha=-6327.6682 gap_ev=8.121 homo_ev=-12.06 e_lumo_ev=-3.9
C 4.937 -2.658 -0.255 -0.150 -0.290 -0.444
C 4.218 -2.976 -1.671 -0.792 0.146 1.075
C 2.931 -1.996 -1.882 0.221 -0.659 -0.506
C 3.117 -0.934 -3.072 0.045 0.111 0.126
C 3.574 0.533 -2.606 0.165 -0.188 0.096
C 2.684 1.156 -1.412 0.466 -0.085 -0.240
C 3.143 2.674 -1.118 -0.629 0.219 -0.721
C 1.915 3.654 -1.450 0.205 -0.431 0.159
C 0.619 3.336 -0.504 0.624 0.663 -0.881
C -0.596 3.011 -1.510 -0.236 0.934 0.649
C -1.966 2.592 -0.763 0.190 0.794 -0.644
C -2.225 1.007 -0.705 -0.374 0.184 1.744
C -3.279 0.643 0.442 -0.173 -0.197 0.549
C -4.810 1.030 0.663 -0.002 -1.255 0.613
Br -5.436 2.599 -0.371 0.628 -0.829 0.595
C -5.677 -0.325 0.353 -0.572 -0.338 -0.765
C -7.057 -0.043 -0.416 -0.567 -0.768 -0.116
N -2.786 -0.159 1.379 -1.038 1.941 -1.874
C -1.342 -0.626 1.234 -0.708 0.603 0.320
C -1.511 -2.217 1.357 1.116 0.202 0.604
C -0.198 -3.062 1.045 1.497 -1.387 -0.801
C -0.335 -4.675 1.200 -1.415 1.019 1.280
N 0.968 -2.575 0.684 -3.051 -1.115 1.131
C -0.475 0.150 2.356 2.471 0.299 2.996
C 0.664 -0.578 3.172 -1.704 5.387 0.707
C 1.336 0.394 4.191 -1.011 -0.072 -1.182
C 0.995 1.883 4.377 -1.459 -2.587 -2.145
N -0.039 2.487 3.615 1.083 -4.099 -0.320
C -0.703 1.632 2.705 0.391 -1.446 -0.272
C -1.006 0.048 -0.185 1.113 0.826 -0.502
Br -0.673 -1.090 -1.780 -0.092 -0.003 0.892
H 5.713 -1.835 -0.452 -1.040 -1.259 0.707
H 5.412 -3.620 0.166 -0.393 1.664 -0.720
H 4.174 -2.308 0.539 1.164 -0.410 -1.334
H 3.787 -4.041 -1.597 0.941 1.464 -0.416
H 4.988 -2.880 -2.518 -1.301 -0.328 1.205
H 2.718 -1.540 -0.859 0.104 -0.332 -1.622
H 2.014 -2.649 -2.149 1.462 0.980 0.470
H 3.908 -1.356 -3.789 -1.148 0.673 0.947
H 2.145 -0.845 -3.691 1.431 -0.075 1.089
H 4.677 0.533 -2.259 -1.681 -0.119 -0.519
H 3.542 1.202 -3.551 -0.065 -0.827 1.645
H 2.797 0.558 -0.444 -0.080 0.566 -1.432
H 1.577 1.067 -1.724 1.578 0.357 0.490
H 3.500 2.847 -0.042 -0.526 -0.405 -1.525
H 4.011 2.908 -1.835 -1.213 -0.198 1.193
H 1.609 3.447 -2.542 0.509 0.434 1.588
H 2.232 4.756 -1.376 -0.545 -1.670 -0.046
H 0.839 2.497 0.239 -0.260 0.966 -1.096
H 0.438 4.286 0.131 -0.150 -1.602 -1.030
H -0.274 2.288 -2.336 -0.500 0.742 1.303
H -0.831 4.009 -2.047 0.402 -1.634 0.782
H -2.818 3.060 -1.388 1.241 -0.965 1.235
H -1.966 3.108 0.259 -0.094 -0.878 -1.352
H -2.576 0.760 -1.772 0.353 -0.153 1.928
H -5.026 1.268 1.774 0.752 -0.081 -1.852
H -5.045 -1.066 -0.273 -0.972 1.285 0.888
H -5.946 -0.878 1.327 0.651 1.055 -1.273
H -7.610 -1.049 -0.549 1.004 1.482 0.303
H -6.908 0.362 -1.483 -0.138 -0.436 1.861
H -7.785 0.620 0.190 1.425 -0.887 -1.043
H -3.459 -0.411 2.123 1.062 -0.083 -0.162
H -2.417 -2.522 0.727 1.544 0.233 0.576
H -1.805 -2.442 2.454 0.507 0.365 -1.635
H -0.904 -5.153 0.334 1.014 0.703 1.034
H 0.658 -5.180 1.441 -1.288 0.834 -0.696
H -1.003 -4.830 2.136 1.012 0.017 -1.461
H 1.572 -3.409 0.553 -0.111 0.828 0.010
H 0.927 -1.675 3.051 -0.269 1.817 0.214
H 2.167 -0.040 4.857 -1.442 0.770 -1.180
H 1.541 2.537 5.150 -0.960 -1.227 -1.433
H -1.565 2.130 2.119 1.595 -0.669 1.156
H 0.001 0.570 0.032 -1.823 -0.572 -0.918

***

Record 2
181
Properties=species:S:1:pos:R:3:forces:R:3 method="wB97M-V/def2-TZVPD" e_tot_ha=-4185.9510 gap_ev=8.193 homo_ev=-8.67 e_lumo_ev=-0.5
C 1.978 -0.920 -1.362 -0.322 0.959 1.046
C 0.377 -0.682 -1.264 2.686 -0.566 -2.451
C -0.149 -2.128 -1.470 -2.091 0.566 0.891
C -1.707 -2.149 -1.327 1.563 -0.064 0.508
C -2.139 -1.562 0.030 0.580 0.062 -0.928
C -1.474 -0.204 0.441 -0.841 -0.234 0.401
N -0.009 -0.198 0.070 -0.627 -1.391 0.055
O 0.689 0.965 0.474 -0.474 -0.533 -0.313
C -2.306 0.963 -0.208 1.377 -0.568 0.949
C -1.568 -0.168 2.004 0.777 0.146 0.769
C 0.059 0.315 -2.498 -0.657 -0.877 0.875
H 2.347 -1.431 -2.252 -0.720 -0.049 -0.239
H 2.380 -1.480 -0.517 -0.454 -0.289 0.231
H 2.561 -0.001 -1.308 -0.285 0.385 -0.130
H 0.101 -2.693 -2.368 0.417 0.849 -0.424
H 0.256 -2.750 -0.672 0.078 0.131 0.305
H -1.952 -3.210 -1.351 -0.605 0.099 -0.203
H -2.167 -1.613 -2.158 -0.080 -0.146 -0.060
H -1.939 -2.309 0.798 -0.053 0.041 0.043
H -3.213 -1.413 -0.077 -0.087 0.120 0.593
H -2.308 0.857 -1.293 -0.269 0.143 0.146
H -3.302 0.996 0.233 -0.009 -0.106 -0.258
H -1.788 1.873 0.094 -0.176 0.352 -0.286
H -2.510 -0.045 2.538 -0.686 0.441 -1.000
H -1.255 -1.082 2.508 0.472 -0.494 -0.690
H -0.914 0.565 2.477 0.081 0.399 -0.444
H -0.968 0.244 -2.856 -0.345 0.159 0.568
H 0.565 0.126 -3.445 0.826 -0.256 0.448
H 0.261 1.338 -2.181 -0.011 0.090 -0.209
H 0.466 1.620 -0.192 -0.013 0.622 -0.141
C 1.534 5.779 10.399 0.468 1.560 -0.921
C 1.898 4.981 9.114 -0.199 -1.491 0.209
C 0.673 4.155 8.705 -0.158 -1.030 0.472
C -0.277 4.732 7.716 -0.201 0.534 -0.439
C 0.466 5.289 6.492 0.205 0.308 0.780
C 1.485 6.363 6.968 0.669 -0.948 -0.172
N 2.424 5.613 7.894 -2.662 0.109 0.249
O 3.594 6.317 8.178 0.445 0.200 -0.256
C 2.389 6.702 5.779 -0.181 0.479 -1.100
C 0.763 7.580 7.525 0.091 1.043 0.026
C 2.981 3.998 9.520 0.955 -0.022 1.229
H 2.350 6.468 10.621 0.174 0.082 0.002
H 1.378 5.216 11.320 -0.059 -0.521 -0.428
H 0.672 6.423 10.230 -0.198 -0.154 0.128
H 0.844 3.175 8.261 1.188 -0.161 0.296
H 0.177 3.944 9.652 -0.316 -0.150 -0.033
H -0.854 5.495 8.238 -0.295 0.349 -0.515
H -0.953 3.935 7.406 -0.247 0.138 0.008
H -0.271 5.640 5.769 0.167 0.562 -0.008
H 1.076 4.566 5.950 -0.194 -0.556 0.288
H 3.120 7.501 5.896 -0.151 0.030 0.550
H 2.941 5.846 5.393 0.008 -0.350 0.465
H 1.806 6.991 4.904 -0.430 0.220 0.072
H 0.335 7.515 8.525 0.297 -0.399 -0.020
H 1.421 8.449 7.512 0.201 0.001 0.242
H -0.076 7.888 6.902 -0.034 -0.271 -0.344
H 2.749 3.367 10.378 -0.959 -0.566 -0.415
H 3.786 4.512 10.043 0.499 0.517 -0.694
H 3.367 3.424 8.678 -0.081 -0.059 0.116
H 4.156 5.707 7.694 1.000 0.543 0.211
C 3.869 -1.246 4.589 -1.106 0.956 -3.496
O 4.339 -1.674 5.556 2.891 -1.478 5.278
N 4.195 -0.104 3.970 1.080 2.278 -0.131
N 3.017 -1.956 3.877 -2.688 -1.921 -1.867
H 4.948 0.410 4.405 -0.429 0.230 -0.241
H 3.664 0.283 3.203 0.327 -0.047 0.288
H 2.535 -1.571 3.078 0.081 -0.399 0.152
H 2.867 -2.916 4.153 -0.222 0.407 -0.055
C 0.051 7.228 -2.592 -0.932 -3.599 2.957
O 0.501 6.411 -1.811 1.129 -0.336 0.795
N -1.245 7.385 -2.739 -3.496 1.131 -0.947
N 0.703 7.953 -3.424 3.117 2.731 -2.683
H -1.976 6.891 -2.248 0.591 -0.009 -0.166
H -1.451 7.924 -3.568 -1.109 -0.330 0.425
H 1.698 8.039 -3.272 -0.194 0.217 -0.310
H 0.165 8.674 -3.882 0.965 0.161 -0.052
C 6.332 7.455 -1.506 -3.105 1.017 -0.334
O 5.712 8.230 -2.179 -1.332 1.624 -1.737
N 7.578 7.414 -1.389 7.028 0.589 -0.725
N 5.790 6.621 -0.679 -3.995 -3.133 2.546
H 8.032 8.092 -1.983 0.913 -0.557 0.345
H 7.965 6.657 -0.845 0.829 0.795 -0.452
H 4.782 6.624 -0.752 0.066 -0.575 0.357
H 6.276 5.816 -0.313 -0.464 0.231 -0.051
C -1.907 -8.313 4.633 3.768 -3.832 0.756
O -1.341 -9.409 4.767 -0.597 0.678 -0.334
N -1.338 -7.159 4.576 3.614 3.547 -0.548
N -3.147 -8.067 4.633 -8.509 -1.539 0.158
H -2.013 -6.424 4.731 1.595 0.711 -0.036
H -0.329 -7.134 4.525 -0.349 0.681 0.145
H -3.787 -8.820 4.841 0.109 0.066 -0.188
H -3.598 -7.222 4.313 0.320 -0.278 0.041
C 6.121 -6.690 0.103 0.032 -4.152 -0.460
O 6.077 -7.946 0.110 0.014 2.109 -0.033
N 6.592 -5.940 -0.863 1.340 0.336 -2.858
N 5.699 -5.898 1.039 -1.972 1.557 4.156
H 6.541 -4.942 -0.722 0.546 -0.353 -1.038
H 6.998 -6.441 -1.640 0.085 0.784 -0.065
H 5.834 -4.900 0.958 -0.249 -0.390 0.443
H 5.231 -6.270 1.853 0.220 0.155 -0.194
C -8.257 -0.777 -3.161 -0.574 -1.955 1.309
O -8.027 0.352 -2.941 1.234 4.937 0.025
N -8.788 -1.530 -2.232 -1.876 -1.803 3.408
N -7.931 -1.462 -4.211 1.295 -0.778 -4.639
H -9.146 -2.463 -2.370 0.249 0.271 0.239
H -8.793 -1.079 -1.327 -0.468 -0.478 -0.061
H -7.667 -0.850 -4.970 0.046 -0.561 -0.332
H -8.271 -2.390 -4.417 0.120 0.325 0.087
C 6.827 -6.709 -6.202 -1.814 -0.392 -0.185
O 7.675 -6.258 -6.890 2.902 0.910 -1.451
N 5.632 -6.149 -6.074 -2.249 1.414 0.547
N 6.818 -7.895 -5.596 1.653 -2.493 1.140
H 5.429 -5.308 -6.596 -0.153 -0.241 0.455
H 5.027 -6.581 -5.391 -0.436 0.852 -0.488
H 7.697 -8.392 -5.619 -0.343 -0.126 0.237
H 6.056 -8.240 -5.029 0.432 0.068 -0.226
C -0.137 -9.889 -1.991 0.559 1.304 0.497
O -1.150 -9.384 -2.361 -2.571 1.385 -1.012
N 0.917 -9.238 -1.542 1.963 2.261 0.652
N 0.070 -11.160 -1.943 -0.558 -4.843 -0.422
H 0.802 -8.238 -1.457 0.583 -0.294 0.244
H 1.663 -9.787 -1.140 0.026 0.975 0.126
H 0.947 -11.573 -1.658 -0.612 -0.188 -0.171
H -0.759 -11.681 -2.192 0.600 -0.579 0.098
C -7.343 -6.931 -2.975 -1.777 2.536 0.369
O -8.339 -6.243 -3.137 -0.554 -0.123 -0.329
N -6.499 -6.761 -1.977 2.161 0.121 2.599
N -6.890 -7.873 -3.762 0.565 -2.670 -2.688
H -6.595 -6.085 -1.232 -0.255 -0.257 -0.386
H -5.820 -7.504 -1.893 0.058 0.565 0.733
H -7.377 -8.100 -4.618 0.211 0.125 0.248
H -5.917 -8.123 -3.656 -0.386 -0.220 -0.539
C 8.812 -0.539 0.242 1.073 -6.078 -3.079
O 8.797 -1.264 -0.791 -0.013 0.691 1.886
N 8.561 0.693 0.163 -1.552 6.616 -0.896
N 9.098 -0.965 1.468 0.502 -0.768 2.130
H 8.332 1.040 -0.758 0.041 0.021 0.283
H 8.613 1.350 0.928 -0.044 -0.231 -0.256
H 9.210 -0.241 2.162 0.151 -0.565 0.162
H 9.557 -1.852 1.621 -0.197 0.258 -0.201
C -9.506 2.881 2.343 0.119 -2.539 -2.771
O -9.874 1.724 2.325 -0.358 -0.789 0.233
N -9.675 3.753 3.239 -2.119 2.711 6.775
N -8.901 3.517 1.370 2.026 -0.147 -3.955
H -9.321 4.691 3.116 -0.757 -0.344 0.771
H -10.324 3.451 3.951 0.362 0.815 0.492
H -8.961 3.051 0.475 0.668 0.675 -0.164
H -8.621 4.466 1.570 0.085 -0.455 -1.375
C 4.333 5.204 -7.357 -1.950 1.329 -2.846
O 3.573 4.898 -8.276 0.419 -0.114 0.464
N 4.689 4.456 -6.369 0.716 -3.925 3.529
N 4.886 6.407 -7.224 1.000 2.962 -0.469
H 5.301 4.781 -5.635 -0.271 -0.169 -0.266
H 4.199 3.587 -6.206 0.212 0.170 -0.162
H 5.337 6.674 -6.361 -0.173 0.094 -0.371
H 4.660 7.142 -7.879 0.026 -0.322 0.150
C -7.501 -3.511 4.387 5.725 -1.323 -2.448
O -6.695 -4.370 4.026 0.451 -0.744 0.921
N -7.163 -2.255 4.548 0.815 3.324 0.827
N -8.741 -3.691 4.413 -6.673 -1.851 0.581
H -7.946 -1.654 4.334 0.895 0.852 0.205
H -6.209 -1.982 4.365 -0.441 0.042 -0.182
H -9.037 -4.654 4.355 -0.459 0.442 -0.178
H -9.370 -2.901 4.447 -0.276 -0.738 0.234
C -2.261 2.859 -9.252 -0.005 0.499 -1.694
C -2.983 1.534 -9.095 1.322 -0.201 0.331
C -1.995 0.358 -9.321 -0.926 -0.229 -0.370
O -2.668 -0.873 -9.534 -1.588 1.501 -0.342
C -1.885 -1.992 -9.570 0.478 -0.831 -0.127
N -3.552 1.543 -7.788 -0.640 -1.626 1.462
H -1.409 3.138 -8.632 -0.435 -0.523 0.852
H -3.104 3.542 -9.151 0.576 0.755 -0.027
H -1.805 2.968 -10.236 -0.407 0.115 -0.498
H -3.837 1.477 -9.768 0.385 -0.090 -0.604
H -1.306 0.264 -8.481 0.152 0.119 0.332
H -1.409 0.534 -10.223 0.228 0.408 -0.052
H -1.675 -2.235 -8.528 0.660 -0.662 -0.095
H -1.010 -1.912 -10.215 0.672 0.530 0.349
H -2.389 -2.805 -10.094 -0.645 -0.051 0.506
H -2.918 1.198 -7.082 -0.148 0.317 0.143
H -4.064 2.365 -7.500 0.320 -0.034 -0.162

***

Record 3
23
Properties=species:S:1:pos:R:3:forces:R:3 method="wB97M-V/def2-TZVPD" total_charge=+1 e_tot_ha=-383.9774 smiles=CNC[C@H]([NH3+])[C@@H](C)O gap_ev=9.989 homo_ev=-13.26 e_lumo_ev=-3.3
N -1.197 0.788 -1.807 0.521 -0.600 0.777
C -0.308 0.334 -0.639 3.098 1.011 -0.425
C 0.826 -0.590 -1.098 -1.310 -0.785 -2.129
C 1.832 -0.909 -0.045 0.629 -2.110 -0.028
O 0.131 -1.661 -1.775 -0.540 -0.277 0.616
C -1.105 -0.185 0.532 -0.911 1.912 0.374
N -1.213 0.972 1.511 0.083 -1.714 0.270
C 0.033 1.035 2.305 0.261 0.267 0.089
H -1.703 -0.053 -2.086 -0.420 0.124 -0.173
H -0.712 1.137 -2.636 0.360 -0.100 0.205
H -1.795 1.542 -1.464 -0.348 -0.234 -0.022
H 0.356 1.207 -0.401 -1.372 -0.143 0.294
H 1.387 -0.178 -1.934 0.065 1.023 0.099
H 2.636 -1.453 -0.550 0.692 1.056 -0.400
H 1.628 -1.811 0.543 -1.081 0.749 0.873
H 2.170 -0.037 0.516 0.071 -0.362 -0.039
H 0.571 -2.514 -1.847 0.369 0.185 0.196
H -0.643 -1.084 0.943 -0.042 0.051 0.014
H -2.121 -0.418 0.180 0.210 -0.188 0.278
H -1.930 0.722 2.192 -0.146 0.107 -0.378
H -0.097 1.436 3.319 -0.332 0.162 -0.513
H 0.493 0.059 2.452 0.003 -0.268 -0.044
H 0.758 1.661 1.789 0.139 0.134 0.063

***

Record 4
58
Properties=species:S:1:pos:R:3:forces:R:3 method="wB97M-V/def2-TZVPD" total_charge=+3 e_tot_ha=-1990.4415 gap_ev="3.801 / 3.709" homo_ev="-16.88 / -16.83" e_lumo_ev="-13.1 / -13.1"
Pd -0.295 -0.945 -0.431 0.256 1.318 -1.595
O 6.272 1.629 -1.395 -0.212 0.569 -0.020
C 6.123 0.260 -1.216 0.788 -0.681 -0.019
C 4.677 -0.080 -0.995 0.097 0.093 0.009
C 4.251 -1.396 -0.804 -0.416 0.404 0.003
C 2.897 -1.635 -0.619 0.281 -1.014 0.121
N 1.998 -0.660 -0.624 -2.138 -0.049 0.213
C 2.373 0.615 -0.814 0.068 0.789 -0.027
C 3.717 0.929 -0.987 -0.370 -0.382 0.081
C 1.297 1.616 -0.903 0.562 0.423 -0.036
C 1.529 2.987 -0.915 -0.207 -0.460 0.051
C 0.470 3.876 -1.082 -0.047 -0.037 0.105
C 0.710 5.353 -1.034 -0.597 0.689 -0.540
O 1.904 5.631 -0.379 0.468 -0.150 0.274
C -0.801 3.347 -1.307 0.358 -0.308 0.077
C -0.965 1.973 -1.258 -0.666 0.200 -0.118
N 0.042 1.136 -1.032 0.095 -1.009 0.148
H 7.197 1.872 -1.540 -0.187 -0.163 0.042
H 6.718 -0.103 -0.355 -0.318 0.012 -0.114
H 6.505 -0.303 -2.089 -0.310 0.032 0.198
H 4.949 -2.218 -0.801 -0.013 -0.152 0.009
H 2.529 -2.646 -0.469 0.063 0.131 -0.037
H 4.040 1.945 -1.141 -0.030 0.159 -0.062
H 2.519 3.390 -0.779 0.138 -0.017 0.070
H -0.149 5.856 -0.561 0.088 -0.237 -0.023
H 0.729 5.720 -2.080 -0.052 -0.166 0.178
H 2.026 6.584 -0.265 -0.073 -0.217 -0.104
H -1.653 3.983 -1.492 -0.109 0.020 -0.004
H -1.944 1.528 -1.418 0.061 0.032 0.096
C -4.524 -3.006 -1.455 -0.103 0.027 -0.057
C -3.157 -2.539 -1.110 -0.351 1.212 0.105
N -2.755 -1.315 -0.975 0.485 -0.322 0.017
O -3.562 -0.246 -1.164 0.198 -0.075 0.003
C -2.102 -3.529 -0.853 -0.130 1.137 0.003
C -2.304 -5.001 -0.856 0.610 -0.322 -0.106
N -0.953 -2.986 -0.650 3.304 -0.966 1.825
O 0.177 -3.372 -0.273 -1.651 -0.065 -0.876
H -5.273 -2.219 -1.488 0.016 0.024 0.029
H -4.857 -3.745 -0.727 -0.063 0.049 0.054
H -4.509 -3.497 -2.428 -0.005 -0.042 -0.114
H -4.454 -0.482 -1.497 0.340 -0.226 0.109
H -3.346 -5.265 -0.699 -0.016 0.150 0.028
H -1.681 -5.472 -0.096 -0.004 0.043 0.061
H -1.988 -5.414 -1.818 -0.046 0.018 -0.059
S 0.205 -1.518 4.212 0.020 0.250 -0.664
C 0.578 -1.504 2.539 0.076 -0.277 0.763
N -0.261 -0.862 1.774 0.341 -0.495 -0.527
C -1.300 -0.320 2.486 -0.734 0.224 0.682
C -2.364 0.422 1.969 0.098 -0.020 0.115
C -3.332 0.884 2.846 0.160 -0.078 -0.314
C -3.244 0.631 4.214 0.231 -0.223 0.182
C -2.188 -0.099 4.745 -0.054 0.069 -0.146
C -1.218 -0.577 3.869 -0.101 -0.011 -0.301
H 1.455 -2.007 2.165 0.043 -0.119 -0.052
H -2.408 0.627 0.905 -0.131 0.058 0.103
H -4.169 1.448 2.466 -0.057 0.095 -0.022
H -4.009 1.010 4.875 -0.045 0.018 0.057
H -2.120 -0.290 5.804 -0.006 0.038 0.128